{"formula": "C19H56BN18O10", "method": "wB97M-V/def2-TZVPD", "lumo_ev": 1.663, "total_charge": -1, "total_energy_ha": -2520.71749, "orbital_gap_ha": 0.22301, "spin_multiplicity": 1, "elements": ["C", "C", "C", "B", "C", "C", "C", "C", "C", "O", "C", "C", "H", "H", "H", "H", "H", "H", "H", "H", "H", "H", "H", "H", "H", "H", "H", "H", "H", "H", "H", "H", "C", "O", "N", "N", "H", "H", "H", "H", "C", "O", "N", "N", "H", "H", "H", "H", "C", "O", "N", "N", "H", "H", "H", "H", "C", "O", "N", "N", "H", "H", "H", "H", "C", "O", "N", "N", "H", "H", "H", "H", "C", "O", "N", "N", "H", "H", "H", "H", "C", "O", "N", "N", "H", "H", "H", "H", "C", "O", "N", "N", "H", "H", "H", "H", "C", "O", "N", "N", "H", "H", "H", "H"], "coordinates": [[-2.599, 0.316, 1.076], [-2.537, -0.695, 0.411], [-2.513, -1.992, -0.295], [-1.105, -2.240, -1.161], [0.241, -1.576, -0.517], [1.398, -1.766, -1.571], [1.419, -0.497, -2.422], [2.054, -0.663, -3.818], [1.639, 0.472, -4.759], [1.964, 1.774, -4.283], [0.859, 2.448, -3.709], [-0.227, 2.868, -4.727], [-2.913, 1.009, 1.818], [-3.360, -2.037, -0.993], [-2.585, -2.776, 0.468], [-1.294, -1.911, -2.320], [-0.921, -3.451, -1.182], [0.525, -1.974, 0.469], [0.161, -0.480, -0.384], [2.330, -1.954, -1.021], [1.150, -2.639, -2.177], [0.379, -0.192, -2.586], [1.963, 0.287, -1.877], [3.149, -0.732, -3.720], [1.745, -1.618, -4.261], [2.213, 0.338, -5.690], [0.587, 0.336, -5.033], [0.392, 1.922, -2.870], [1.263, 3.382, -3.294], [-0.800, 3.682, -4.277], [-0.908, 2.016, -4.845], [0.187, 3.103, -5.708], [-4.431, 4.055, 2.050], [-3.347, 3.854, 2.570], [-5.579, 3.473, 2.498], [-4.592, 4.883, 0.974], [-6.480, 3.626, 2.088], [-5.501, 2.858, 3.286], [-3.769, 5.330, 0.615], [-5.475, 5.061, 0.537], [3.643, -4.748, -1.609], [2.578, -4.689, -2.182], [4.551, -3.724, -1.636], [4.030, -5.846, -0.879], [5.436, -3.750, -1.167], [4.297, -2.903, -2.156], [3.387, -6.614, -0.834], [4.904, -5.914, -0.395], [-5.348, -3.527, 2.487], [-4.281, -3.762, 3.024], [-6.516, -4.124, 2.884], [-5.481, -2.650, 1.446], [-7.405, -3.946, 2.460], [-6.467, -4.772, 3.646], [-4.650, -2.182, 1.114], [-6.357, -2.453, 1.001], [-9.077, -3.079, 5.396], [-8.550, -4.052, 4.892], [-8.850, -1.811, 4.942], [-9.938, -3.172, 6.457], [-9.270, -0.993, 5.340], [-8.219, -1.709, 4.168], [-10.125, -4.090, 6.814], [-10.381, -2.382, 6.885], [-6.186, 5.350, 5.572], [-7.018, 5.800, 4.800], [-6.434, 5.215, 6.914], [-4.950, 4.945, 5.171], [-5.769, 4.849, 7.567], [-7.335, 5.503, 7.244], [-4.733, 5.030, 4.194], [-4.256, 4.573, 5.791], [5.276, 2.521, -1.749], [6.016, 2.872, -0.835], [3.920, 2.584, -1.667], [5.757, 2.035, -2.927], [3.306, 2.297, -2.410], [3.526, 2.934, -0.814], [6.758, 1.969, -3.019], [5.174, 1.737, -3.687], [-3.716, 0.053, -3.996], [-3.358, -1.099, -4.100], [-3.716, 0.709, -2.796], [-4.146, 0.801, -5.071], [-4.002, 1.661, -2.681], [-3.398, 0.193, -1.988], [-4.155, 0.350, -5.966], [-4.442, 1.755, -5.003], [8.865, -0.134, -1.864], [8.792, 0.481, -2.919], [8.455, 0.380, -0.680], [9.371, -1.409, -1.796], [8.516, -0.119, 0.191], [8.070, 1.312, -0.686], [9.682, -1.826, -2.652], [9.437, -1.932, -0.943], [10.782, -0.332, 2.472], [9.655, -0.404, 2.014], [11.864, -0.892, 1.854], [11.053, 0.316, 3.642], [12.797, -0.843, 2.214], [11.700, -1.374, 0.990], [10.279, 0.740, 4.120], [11.970, 0.390, 4.038]]}



{"formula": "C19H57Ag4N13O10", "method": "wB97M-V/def2-TZVPD", "lumo_ev": -7.631, "total_charge": 2, "total_energy_ha": -2809.72069, "orbital_gap_ha": 0.20689, "spin_multiplicity": 1, "elements": ["Ag", "Ag", "Ag", "Ag", "O", "C", "C", "O", "H", "H", "H", "H", "C", "C", "C", "O", "C", "N", "H", "H", "H", "H", "H", "H", "H", "H", "H", "H", "H", "C", "C", "C", "O", "C", "N", "H", "H", "H", "H", "H", "H", "H", "H", "H", "H", "H", "C", "C", "C", "O", "C", "N", "H", "H", "H", "H", "H", "H", "H", "H", "H", "H", "H", "C", "O", "N", "N", "H", "H", "H", "H", "C", "O", "N", "N", "H", "H", "H", "H", "C", "O", "N", "N", "H", "H", "H", "H", "C", "O", "N", "N", "H", "H", "H", "H", "C", "O", "N", "N", "H", "H", "H", "H"], "coordinates": [[1.436, 3.509, 1.409], [-0.285, -0.247, 2.164], [-0.442, -3.322, 0.027], [2.793, -1.169, 1.201], [1.560, 0.968, 0.977], [1.131, 0.960, -0.358], [0.221, -0.292, -0.837], [-0.828, -0.927, -0.128], [1.914, 1.042, -1.120], [0.554, 1.883, -0.508], [0.965, -1.072, -1.065], [-0.196, 0.031, -1.797], [-1.388, 1.422, 6.233], [-1.226, 0.590, 4.966], [-2.655, 0.277, 4.236], [-2.598, -0.249, 2.935], [-2.911, -1.626, 2.796], [-0.397, 1.393, 4.017], [-2.177, 2.157, 6.059], [-0.436, 1.851, 6.536], [-1.843, 0.847, 7.043], [-0.638, -0.279, 5.267], [-3.169, 1.226, 4.057], [-3.281, -0.185, 5.003], [-2.651, -2.133, 1.870], [-3.989, -1.716, 2.956], [-2.529, -2.153, 3.676], [-0.680, 2.366, 3.893], [0.499, 1.570, 4.461], [5.904, 2.046, -1.812], [5.005, 2.702, -0.766], [5.299, 2.046, 0.605], [6.609, 2.307, 1.052], [6.825, 2.078, 2.422], [5.301, 4.137, -0.625], [6.970, 2.206, -1.640], [5.799, 2.458, -2.818], [5.728, 0.970, -1.873], [3.946, 2.446, -0.855], [5.084, 0.972, 0.583], [4.545, 2.491, 1.266], [7.712, 2.645, 2.708], [7.047, 1.037, 2.670], [6.036, 2.508, 3.043], [6.267, 4.099, -0.306], [5.437, 4.518, -1.556], [-2.117, -2.632, -3.142], [-1.873, -4.075, -2.774], [-2.116, -5.024, -3.928], [-2.259, -6.362, -3.450], [-3.458, -6.666, -2.808], [-0.461, -4.206, -2.348], [-1.965, -2.055, -2.228], [-3.090, -2.389, -3.565], [-1.341, -2.370, -3.867], [-2.471, -4.186, -1.867], [-1.285, -5.007, -4.635], [-3.007, -4.783, -4.515], [-3.504, -6.479, -1.731], [-3.734, -7.724, -2.809], [-4.367, -6.272, -3.273], [-0.298, -5.205, -2.256], [0.110, -3.927, -3.152], [1.683, -2.114, -4.686], [1.331, -3.271, -4.520], [1.237, -1.090, -3.954], [2.658, -1.762, -5.539], [0.598, -1.179, -3.186], [1.459, -0.151, -4.238], [2.939, -0.805, -5.672], [3.385, -2.383, -5.852], [2.964, 2.465, 3.996], [2.265, 3.386, 3.539], [3.950, 2.700, 4.879], [2.961, 1.200, 3.565], [4.258, 3.655, 4.968], [4.409, 1.934, 5.336], [2.359, 1.049, 2.762], [3.749, 0.608, 3.756], [-1.828, 3.114, 1.533], [-1.575, 3.700, 2.588], [-2.025, 1.788, 1.396], [-2.231, 3.865, 0.478], [-2.121, 1.473, 0.443], [-1.980, 1.203, 2.221], [-2.890, 3.466, -0.180], [-2.318, 4.855, 0.633], [-4.345, -1.866, -0.275], [-3.983, -3.042, -0.333], [-3.576, -0.745, -0.243], [-5.651, -1.489, -0.421], [-4.105, 0.103, -0.263], [-2.574, -0.748, -0.390], [-5.766, -0.508, -0.559], [-6.321, -2.203, -0.653], [-3.528, 1.944, -2.861], [-3.576, 2.481, -1.748], [-4.313, 2.296, -3.906], [-2.779, 0.857, -3.203], [-5.039, 2.980, -3.771], [-3.997, 1.982, -4.806], [-2.481, 0.671, -4.143], [-2.237, 0.556, -2.409]]}



{"formula": "C19H58CdN3O12", "method": "wB97M-V/def2-TZVPD", "lumo_ev": -7.416, "total_charge": 1, "total_energy_ha": -1992.93810, "orbital_gap_ha": 0.10418, "spin_multiplicity": 1, "elements": ["Cd", "C", "O", "H", "H", "H", "C", "O", "C", "C", "N", "C", "C", "O", "C", "H", "H", "H", "H", "H", "H", "H", "H", "H", "H", "H", "H", "H", "H", "H", "C", "O", "C", "C", "N", "C", "C", "O", "C", "H", "H", "H", "H", "H", "H", "H", "H", "H", "H", "H", "H", "H", "H", "H", "C", "O", "C", "C", "N", "C", "C", "O", "C", "H", "H", "H", "H", "H", "H", "H", "H", "H", "H", "H", "H", "H", "H", "H", "O", "H", "H", "O", "H", "H", "O", "H", "H", "O", "H", "H", "O", "H", "H"], "coordinates": [[1.726, -0.072, -5.518], [1.153, 0.526, -2.141], [1.250, 0.118, -3.440], [0.242, 1.112, -2.016], [0.875, -0.285, -1.468], [2.110, 0.920, -1.798], [-0.960, 0.033, 1.048], [-1.783, -1.072, 1.155], [-2.490, -1.119, 2.407], [-2.780, -2.518, 2.748], [-1.528, -3.270, 2.709], [-0.694, -3.130, 3.932], [0.672, -3.781, 3.680], [1.734, -3.385, 4.568], [2.587, -2.359, 4.079], [-0.486, 0.216, 2.013], [-1.400, 0.930, 0.612], [-0.181, -0.218, 0.328], [-3.501, -0.713, 2.371], [-2.009, -0.632, 3.255], [-3.228, -2.968, 1.862], [-3.475, -2.779, 3.546], [-1.013, -2.739, 2.021], [-1.208, -3.348, 4.868], [-0.462, -2.077, 4.090], [0.895, -3.618, 2.626], [0.836, -4.844, 3.861], [2.686, -2.275, 2.997], [3.541, -2.173, 4.572], [2.020, -1.463, 4.331], [0.444, 3.828, 1.624], [1.746, 4.310, 1.598], [2.487, 4.152, 0.380], [3.905, 4.591, 0.356], [4.698, 3.682, 1.127], [6.123, 3.990, 1.062], [6.996, 3.088, 1.995], [6.526, 3.394, 3.344], [7.152, 2.722, 4.416], [-0.221, 4.294, 2.350], [0.541, 2.742, 1.609], [0.060, 4.083, 0.636], [2.061, 4.800, -0.386], [2.426, 3.123, 0.026], [3.924, 5.481, 0.984], [4.291, 4.891, -0.619], [4.562, 3.783, 2.123], [6.356, 5.007, 1.378], [6.512, 3.845, 0.054], [8.040, 3.399, 1.956], [6.945, 2.027, 1.750], [6.537, 1.933, 4.849], [7.036, 3.441, 5.227], [8.238, 2.635, 4.458], [-2.144, -0.279, -2.954], [-1.965, -1.577, -3.577], [-1.888, -2.703, -2.697], [-3.054, -2.769, -1.639], [-4.309, -2.928, -2.389], [-5.394, -3.011, -1.400], [-6.841, -2.495, -1.881], [-6.855, -1.135, -2.325], [-8.178, -0.629, -2.483], [-3.205, -0.029, -2.967], [-1.600, 0.452, -3.551], [-1.754, 0.027, -1.983], [-0.903, -2.597, -2.243], [-1.648, -3.579, -3.300], [-3.145, -1.851, -1.057], [-2.836, -3.674, -1.072], [-4.349, -2.132, -3.008], [-5.226, -2.484, -0.460], [-5.468, -4.052, -1.087], [-7.544, -2.640, -1.061], [-7.253, -3.166, -2.635], [-8.838, -1.048, -3.242], [-8.052, 0.393, -2.840], [-8.725, -0.620, -1.541], [-1.433, 2.850, -2.697], [-2.355, 3.026, -2.508], [-1.427, 2.554, -3.607], [2.852, -2.763, 0.173], [2.258, -2.652, -0.569], [2.294, -2.667, 0.945], [-0.279, -0.440, -5.760], [-0.502, -1.166, -5.178], [-1.121, -0.041, -5.980], [0.836, 4.057, -3.112], [0.117, 3.797, -2.536], [1.550, 3.460, -2.889], [1.919, -2.699, -2.456], [1.861, -3.236, -3.247], [2.087, -1.814, -2.779]]}



{"formula": "C19H59N11O15", "method": "wB97M-V/def2-TZVPD", "lumo_ev": 0.375, "total_energy_ha": -2490.33544, "orbital_gap_ha": 0.31845, "smiles": "COCCNCCOC.NC(N)=O.NC(N)=O.NC(N)=O.NC(N)=O.NC(N)=O.OCCO.OCCO.OCCO.OCCO", "spin_multiplicity": 1, "elements": ["C", "O", "C", "C", "N", "C", "C", "O", "C", "H", "H", "H", "H", "H", "H", "H", "H", "H", "H", "H", "H", "H", "H", "H", "N", "C", "N", "O", "H", "H", "H", "H", "N", "C", "N", "O", "H", "H", "H", "H", "N", "C", "N", "O", "H", "H", "H", "H", "N", "C", "N", "O", "H", "H", "H", "H", "N", "C", "N", "O", "H", "H", "H", "H", "O", "C", "C", "O", "H", "H", "H", "H", "H", "H", "O", "C", "C", "O", "H", "H", "H", "H", "H", "H", "O", "C", "C", "O", "H", "H", "H", "H", "H", "H", "O", "C", "C", "O", "H", "H", "H", "H", "H", "H"], "coordinates": [[5.227, -3.134, -1.116], [4.179, -3.862, -0.454], [2.867, -3.348, -0.585], [2.541, -2.099, 0.294], [2.054, -2.428, 1.581], [3.103, -2.837, 2.499], [2.710, -3.049, 3.937], [1.731, -4.018, 4.091], [1.258, -4.362, 5.387], [4.777, -2.571, -1.979], [5.953, -3.854, -1.392], [5.607, -2.431, -0.449], [2.041, -4.070, -0.401], [2.679, -3.108, -1.651], [1.809, -1.518, -0.301], [3.360, -1.409, 0.241], [1.418, -1.729, 1.965], [3.879, -2.061, 2.524], [3.622, -3.717, 2.158], [2.382, -2.059, 4.386], [3.597, -3.264, 4.546], [1.917, -5.148, 5.751], [0.280, -4.784, 5.248], [1.091, -3.420, 6.036], [3.430, 0.570, -2.720], [3.379, 1.892, -2.569], [2.169, 2.476, -2.364], [4.439, 2.542, -2.456], [4.268, 0.172, -2.956], [2.646, 0.011, -2.881], [2.219, 3.489, -2.526], [1.330, 1.966, -2.688], [-1.228, -0.363, -1.820], [-0.419, 0.043, -2.856], [-0.907, 1.029, -3.689], [0.655, -0.545, -3.042], [-0.959, -1.104, -1.209], [-2.096, 0.152, -1.563], [-0.502, 1.234, -4.581], [-1.843, 1.317, -3.446], [0.966, 1.628, 0.717], [1.278, 1.128, 1.988], [2.301, 1.619, 2.679], [0.579, 0.219, 2.473], [0.148, 1.217, 0.216], [1.656, 2.077, 0.130], [2.850, 2.390, 2.303], [2.354, 1.340, 3.597], [4.609, 2.405, 0.462], [4.172, 3.681, 0.888], [4.059, 4.594, -0.085], [3.785, 3.939, 2.059], [5.138, 2.218, -0.400], [4.485, 1.644, 1.164], [3.883, 5.552, 0.185], [4.448, 4.459, -1.011], [-2.166, 0.665, 1.026], [-2.288, 1.988, 0.851], [-1.959, 2.658, 1.979], [-2.842, 2.428, -0.178], [-1.403, 0.436, 1.645], [-2.472, -0.020, 0.318], [-1.328, 2.275, 2.687], [-1.979, 3.614, 1.837], [-0.552, 7.790, -2.631], [-1.267, 6.683, -2.167], [-0.381, 5.643, -1.523], [0.683, 5.195, -2.406], [0.208, 7.896, -2.044], [-1.976, 7.037, -1.442], [-1.833, 6.115, -2.965], [-0.977, 4.733, -1.343], [0.071, 5.951, -0.587], [0.377, 5.368, -3.287], [-4.246, -1.170, -3.070], [-5.138, -0.201, -3.531], [-5.249, 0.898, -2.554], [-3.945, 1.435, -2.446], [-3.488, -0.663, -2.671], [-4.759, 0.270, -4.453], [-6.184, -0.598, -3.749], [-5.725, 0.534, -1.589], [-5.859, 1.784, -2.803], [-3.832, 1.886, -1.598], [-0.810, -3.043, -0.219], [-1.575, -3.026, 1.023], [-1.500, -4.327, 1.748], [-0.232, -4.845, 1.942], [0.049, -3.460, -0.089], [-1.217, -2.177, 1.734], [-2.533, -2.695, 0.638], [-1.916, -5.108, 1.155], [-2.073, -4.271, 2.664], [0.277, -4.334, 2.574], [-4.035, -1.452, -0.201], [-5.253, -1.707, 0.506], [-5.064, -3.029, 1.311], [-6.162, -3.446, 2.150], [-4.293, -1.726, -1.118], [-5.481, -0.830, 1.162], [-6.113, -1.830, -0.139], [-4.167, -2.996, 1.877], [-4.857, -3.826, 0.579], [-5.911, -3.213, 3.079]]}